C16H25N2O22S5 | wB97M-V/def2-TZVPD

```
70
Properties=species:S:1:pos:R:3:forces:R:3:nbo_charge:R:1
C 1.419006 -1.925614 0.570985 -0.71 1.22 0.05 -0.58
C 1.190732 -0.496834 1.222647 0.50 -0.70 -0.40 -0.24
C 0.942655 0.512137 0.131234 0.00 -1.09 0.45 0.34
N 0.724967 1.099197 -0.833844 0.12 0.25 0.27 -0.38
C -0.037668 -0.647500 2.166513 0.18 0.95 -0.71 -0.49
C -0.521332 0.690329 2.648918 -0.68 -1.50 0.03 0.31
N -1.125875 1.581646 3.050794 0.46 0.23 -0.03 -0.35
C 2.502887 -0.134585 1.971696 2.43 1.68 1.04 0.75
O 3.080058 -0.986957 2.676257 -1.33 -1.24 0.02 -0.77
O 3.014133 1.017702 1.840615 -1.56 -0.07 -0.70 -0.77
H 1.100897 -2.654027 1.329366 0.52 0.00 -0.31 0.21
H 2.472908 -2.011028 0.289903 -0.36 -0.28 0.09 0.23
H 0.748299 -1.996664 -0.295357 0.38 -0.17 0.25 0.23
H 0.181350 -1.329944 2.998936 0.25 0.48 -0.14 0.26
H -0.822357 -1.142619 1.564601 -0.02 0.54 0.35 0.26
C -1.870083 0.342211 -4.063439 0.33 -0.22 -0.32 -0.10
C -3.105428 -0.523707 -4.204446 -0.34 0.38 0.03 -0.10
O -2.974571 -1.513714 -3.184074 0.45 -0.01 0.01 -0.69
S -2.203710 -0.869938 -1.911786 0.14 0.49 0.10 2.54
O -3.174689 -0.457416 -0.953525 1.65 -2.24 -1.17 -0.89
O -1.108637 -1.707866 -1.574548 -0.73 1.77 -0.24 -0.89
O -1.649178 0.442774 -2.659366 -0.63 -0.22 0.05 -0.66
H -0.995614 -0.134240 -4.513884 -0.02 0.03 -0.04 0.20
H -2.005831 1.330489 -4.497406 0.03 0.07 0.23 0.21
H -3.178165 -0.991393 -5.183966 0.06 -0.22 0.13 0.20
H -4.015373 0.049786 -4.006647 0.02 0.04 -0.05 0.18
C 4.566122 3.410489 -3.361694 0.02 0.55 0.04 -0.10
C 3.318792 3.300130 -2.512331 0.17 -0.57 0.47 -0.11
O 2.244548 3.211149 -3.461322 0.32 0.19 -0.61 -0.68
S 2.754447 2.445886 -4.772781 0.12 0.18 0.73 2.54
O 2.368566 1.082845 -4.692266 0.01 0.05 -0.41 -0.89
O 2.453395 3.249655 -5.906932 -0.15 -0.19 -0.03 -0.91
O 4.334190 2.540076 -4.475699 -0.36 -0.20 0.09 -0.69
H 4.698387 4.425496 -3.745217 0.01 -0.01 0.02 0.18
H 5.460676 3.108975 -2.822242 -0.02 -0.22 -0.15 0.21
H 3.182279 4.156515 -1.857909 -0.24 0.03 -0.15 0.22
H 3.321824 2.386073 -1.914674 -0.04 0.06 0.06 0.23
C -5.850215 3.245801 1.798645 -0.18 0.22 -0.34 -0.10
C -6.809016 2.081359 1.947949 0.02 -0.06 0.50 -0.10
O -6.268887 1.053884 1.117593 0.16 0.33 -0.22 -0.69
S -4.652936 1.170785 1.105999 0.12 0.28 -0.01 2.54
O -4.131803 0.252737 2.053155 0.02 0.04 -0.14 -0.89
O -4.214858 1.200159 -0.238059 -1.46 1.88 1.13 -0.86
O -4.555204 2.654972 1.738053 -0.23 -0.42 0.21 -0.67
H -6.024541 3.786008 0.864211 -0.07 0.01 0.03 0.18
H -5.910320 3.939994 2.634260 0.21 -0.08 0.04 0.21
H -7.820988 2.330781 1.636589 0.05 -0.15 -0.19 0.20
H -6.825539 1.713318 2.977245 -0.03 0.08 0.02 0.19
C 3.402380 0.978488 5.209995 -0.31 -0.51 -0.26 -0.12
C 2.483568 2.149065 4.961802 0.32 0.12 -0.58 -0.10
O 2.435234 2.843984 6.228113 0.26 -0.27 0.48 -0.70
S 3.845573 2.684596 6.970767 -0.34 -0.48 -0.82 2.55
O 4.624310 3.851714 6.728981 0.11 -0.05 0.39 -0.92
O 3.605690 2.202979 8.288928 0.10 0.35 0.10 -0.92
O 4.434566 1.494713 6.078528 -0.14 0.67 0.22 -0.69
H 2.888009 0.171867 5.736778 0.02 0.02 0.00 0.18
H 3.831559 0.592145 4.286208 0.09 0.04 0.05 0.28
H 1.488364 1.841681 4.652692 -0.08 0.12 0.23 0.23
H 2.899175 2.827421 4.215866 -0.03 -0.08 -0.05 0.21
C -0.161362 -6.574012 -3.322099 0.38 -0.23 -0.14 -0.10
C -0.196489 -6.970180 -1.859311 -0.49 -0.02 0.08 -0.10
O 0.507433 -5.930516 -1.182631 0.34 0.05 -0.50 -0.68
S 0.269791 -4.529161 -1.959129 -0.21 -0.24 0.17 2.54
O -0.772690 -3.826838 -1.312713 0.47 -1.78 0.06 -0.86
O 1.533991 -3.950011 -2.230957 -0.07 -0.02 0.12 -0.88
O -0.320558 -5.155612 -3.327643 -0.11 -0.08 0.37 -0.69
H 0.805325 -6.811651 -3.773269 -0.02 -0.06 0.02 0.19
H -0.954939 -7.045678 -3.897843 -0.08 0.21 -0.01 0.20
H 0.276083 -7.932627 -1.676907 0.17 0.13 0.11 0.21
H -1.221365 -6.990435 -1.479032 -0.01 -0.06 -0.06 0.19
```
Forces are in eV/Å.

The gap between HOMO and LUMO comes out at 7.0 eV. Its charge is -1.



C13H28CoO7 | wB97M-V/def2-TZVPD

```
49
Properties=species:S:1:pos:R:3:forces:R:3:nbo_charge:R:1
Co -0.199073 -0.329817 0.196572 0.06 -0.03 -0.42 1.41
C -0.477652 -1.983395 -2.423355 0.00 0.06 0.04 -0.10
C -1.746271 -2.244678 -1.640221 -0.02 -0.02 -0.01 -0.10
O -1.511262 -2.018593 -0.242654 -0.01 0.11 0.05 -0.57
C -1.013835 -3.151018 0.491173 -0.04 -0.06 0.05 -0.10
C 0.501238 -3.161943 0.488557 0.03 0.08 0.00 -0.10
O 0.930057 -1.793730 0.704597 0.19 -0.13 0.15 -0.57
C 2.317327 -1.534525 0.380659 -0.09 -0.04 -0.02 -0.09
C 2.605874 -0.157729 0.906943 -0.02 0.04 0.05 -0.09
O 1.606782 0.711053 0.336576 -0.10 0.03 0.17 -0.60
C 1.729051 2.096140 0.747766 0.07 -0.04 -0.09 -0.09
C 0.942373 2.388445 2.015883 -0.05 -0.06 -0.06 -0.11
O -0.321594 1.751809 1.980546 -0.09 -0.02 0.19 -0.56
C -1.444035 2.467188 1.496859 0.12 -0.16 -0.08 -0.09
C -1.411061 2.598044 -0.007685 -0.01 0.01 -0.01 -0.09
O -1.088541 1.324287 -0.643815 0.04 0.04 0.14 -0.60
C -0.492859 1.596135 -1.941957 -0.04 0.02 0.05 -0.09
C -0.554796 0.353258 -2.767939 -0.05 -0.05 0.10 -0.10
O 0.036411 -0.706602 -1.997783 0.04 0.02 -0.20 -0.59
H -0.673660 -1.971148 -3.496438 0.00 0.00 -0.01 0.23
H 0.299820 -2.721333 -2.245105 0.00 -0.01 0.05 0.20
H -2.130888 -3.252400 -1.800198 0.02 0.00 -0.01 0.22
H -2.525089 -1.537113 -1.922311 -0.02 -0.02 0.01 0.21
H -1.404156 -4.077494 0.068680 0.02 0.01 -0.03 0.22
H -1.395930 -3.043870 1.500405 0.02 0.01 -0.01 0.24
H 0.931259 -3.511665 -0.449649 -0.03 -0.01 -0.03 0.20
H 0.893031 -3.775770 1.300793 -0.03 -0.01 0.00 0.23
H 2.436994 -1.589941 -0.703708 0.03 0.02 0.00 0.22
H 2.943715 -2.284181 0.863943 0.01 0.02 0.02 0.24
H 3.599232 0.172999 0.601164 0.00 -0.01 -0.02 0.23
H 2.534272 -0.135375 1.997171 0.00 0.00 0.00 0.21
H 1.380545 2.682406 -0.098415 -0.02 0.01 0.04 0.20
H 2.785521 2.326573 0.892046 0.01 -0.01 -0.02 0.22
H 0.857887 3.470122 2.154848 0.00 0.01 -0.02 0.21
H 1.457322 1.985062 2.888969 0.00 0.00 0.00 0.21
H -1.512933 3.460828 1.946934 -0.01 0.04 -0.04 0.22
H -2.322034 1.902460 1.815026 0.02 -0.01 0.00 0.20
H -0.652091 3.320924 -0.310888 0.00 0.00 0.01 0.19
H -2.372683 2.930811 -0.400319 -0.02 0.00 0.04 0.23
H 0.536622 1.925791 -1.791460 0.00 -0.02 -0.03 0.20
H -1.056455 2.393576 -2.426542 0.00 -0.01 -0.02 0.23
H -0.010673 0.479829 -3.705383 0.01 0.03 0.01 0.23
H -1.595320 0.109507 -2.991754 0.00 0.01 -0.01 0.20
C -0.421125 -0.935859 3.446635 0.05 0.11 0.03 -0.26
O -1.118328 -0.834308 2.188258 -0.08 0.17 0.02 -0.78
H -0.980147 -1.569779 4.132639 0.00 -0.02 -0.01 0.21
H -0.279293 0.051060 3.885366 0.02 -0.03 -0.02 0.20
H 0.544620 -1.388743 3.240900 0.00 -0.03 0.00 0.19
H -1.948980 -0.378473 2.361906 -0.06 -0.05 -0.04 0.50
```
Forces are in eV/Å.

The expectation value of S² is 0.757. The gap between HOMO and LUMO (spin up / spin down) comes out at 9.5 / 10.3 eV. As for the spin multiplicity: 2. The energy above the lowest of the compared OMol25 structures with the same formula, charge and spin comes out at 11.9 kcal per mole. Its charge is +2.



C4H7NO | wB97M-V/def2-TZVPD

```
13
Properties=species:S:1:pos:R:3:forces:R:3:nbo_charge:R:1
O 1.224759 2.038183 0.553935 0.30 -0.76 -0.33 -0.52
C 1.680413 1.016048 0.088948 -0.25 0.39 0.20 0.44
C 0.900974 -0.271476 -0.067453 -0.12 0.01 -0.01 -0.53
C -0.522105 -0.203008 0.450158 0.17 0.09 0.19 -0.22
C -1.943630 -0.022406 -0.723482 0.17 -0.20 -0.11 -0.13
N -1.424270 -1.215410 -0.122173 -0.17 0.10 0.07 -0.63
H 2.735389 0.966641 -0.262149 -0.19 0.07 0.08 0.11
H 1.456426 -1.075230 0.441448 -0.11 0.18 -0.07 0.24
H 0.899680 -0.553274 -1.131042 0.00 0.09 0.18 0.25
H -0.615857 -0.160708 1.538244 0.01 0.04 -0.22 0.24
H -1.269182 0.162783 -1.590932 -0.13 0.01 0.22 0.11
H -1.051066 0.829854 0.215048 0.16 -0.06 -0.02 0.27
H -2.071529 -1.511996 0.609448 0.16 0.05 -0.19 0.35
```
Forces are in eV/Å.

The gap between HOMO and LUMO comes out at 9.4 eV. The energy above the lowest of the compared OMol25 structures with the same formula, charge and spin comes out at 118.1 kcal per mole.



- Number 3 is which compound?
  C4H7NO